A single C2H3N3O2 molecule at a distorted geometry, computed with ωB97M-V/def2-TZVPD.

Atoms and positions in Å:
1 C 1.55528 0.40070 0.19401
2 N 0.22327 -0.32853 0.04853
3 N -0.42786 -0.94297 0.94356
4 N -1.63456 -0.80426 0.70738
5 C -1.80141 -0.21441 -0.54667
6 O -2.75084 -0.24506 -1.18378
7 O -0.52616 0.18863 -0.89969
8 H 2.32504 0.15619 -0.59569
9 H 1.79183 0.25035 1.26739
10 H 1.24541 1.53936 0.06496

Calculated values
Spin multiplicity: 1
Calculated total energy in a.u.: -392.6404
Orbital gap in eV: 10.30
Energy above the lowest of the compared OMol25 structures with the same formula, charge and spin in kcal per mole: 96.09
Total charge: 0
SMILES: Cn1nnc(=O)o1


15 unconnected molecules or ions with the total composition H29O15 at a distorted geometry, computed with ωB97M-V/def2-TZVPD.

Atoms and positions in Å:
1 O 1.46208 3.83049 -2.15268
2 H 2.21549 3.42675 -1.74384
3 H 1.35792 2.42808 -3.20374
4 O 0.12888 -0.80677 1.16648
5 H -0.70405 -0.95286 1.60160
6 H 0.19776 -0.14641 0.46068
7 O 1.70235 1.65965 -3.70854
8 H 1.63589 -1.99761 -2.12509
9 H -1.63412 3.74399 2.04363
10 O 1.29545 -3.51433 -4.24503
11 H 0.24713 3.26739 1.92100
12 H 0.76891 -4.25907 -3.90493
13 O 2.11644 -2.46544 2.26878
14 H 2.40785 -1.87407 2.96768
15 H -0.42688 -5.01382 -0.00012
16 O -0.82710 -0.15459 -1.33546
17 H -3.42071 1.94783 0.04892
18 H -0.13065 0.17067 -1.92772
19 O 2.00686 -1.70111 -1.29395
20 H 1.46637 -1.93007 1.76948
21 H 1.35656 -1.25195 -0.74601
22 O -1.72254 0.98776 3.29135
23 H -1.64028 1.33717 4.18738
24 H 0.61877 3.91095 -1.74603
25 O 1.27203 3.66827 1.71892
26 H 1.81455 3.11489 1.17079
27 H 2.48237 1.95214 -4.18465
28 O -4.08456 1.88308 -0.65653
29 H 0.87511 -2.88778 -3.60733
30 O 3.82329 -4.20281 1.66554
31 H 3.51532 -4.02040 2.55594
32 H -3.59795 2.39263 -1.32238
33 O -4.49761 -1.08513 1.28791
34 H -3.82760 -1.32201 1.93844
35 H -3.92226 -0.85425 0.54860
36 O -0.25405 -4.96882 0.94800
37 H 0.39607 -4.25364 1.05076
38 H -1.56436 1.89299 2.80237
39 O -1.03836 3.00403 1.90294
40 H -1.43369 0.59841 -1.16544
41 H 3.01558 -3.92486 1.22510
42 O -1.05237 2.97651 -0.84695
43 H -1.07014 3.32526 0.06889
44 H -1.32974 2.06886 -0.69473

Calculated values
Spin multiplicity: 2
Calculated total energy in a.u.: -1145.9230
Orbital gap (spin up / spin down) in eV: 2.53 / 8.80
Energy above the lowest of the compared OMol25 structures with the same formula, charge and spin in kcal per mole: 12.63
Total charge: -2


10 unconnected molecules or ions with the total composition C18H27ClN9O4 at a distorted geometry, computed with ωB97M-V/def2-TZVPD.

Atoms and positions in Å:
1 Cl 0.86940 -0.81103 -0.02734
2 O -0.28571 -1.65190 -0.11171
3 O 0.42619 0.51578 -0.36548
4 O 1.43119 -0.67530 1.30053
5 O 1.86048 -1.12090 -0.94317
6 C 1.77164 -4.81335 -1.11206
7 C 1.61157 -5.41894 -2.37506
8 N 1.58787 -5.98393 -3.38778
9 H 1.96738 -5.48712 -0.27791
10 H 0.82720 -4.36249 -0.80731
11 H 2.53049 -4.03101 -1.09864
12 C -3.13751 -2.54208 -1.90420
13 C -3.95224 -1.63631 -1.14818
14 N -4.66734 -0.92883 -0.50183
15 H -2.24380 -1.96567 -2.14326
16 H -3.65214 -2.96431 -2.76732
17 H -2.98040 -3.31920 -1.15620
18 C 2.18488 2.34348 2.64490
19 C 3.18664 1.78652 3.49944
20 N 3.99460 1.35819 4.23869
21 H 1.42337 2.93342 3.15497
22 H 1.67243 1.50799 2.16798
23 H 2.72847 3.02829 1.99404
24 C -1.03181 3.21049 0.73787
25 C -1.70839 4.08495 1.67220
26 N -2.24387 4.80136 2.36686
27 H -0.78024 3.73476 -0.18406
28 H -1.53765 2.25327 0.61152
29 H -0.04375 2.87367 1.05158
30 C -0.12974 -1.14220 -3.41041
31 C 0.97123 -0.29651 -3.94240
32 N 1.86152 0.34349 -4.31079
33 H -0.65135 -0.65350 -2.58750
34 H 0.18366 -2.03153 -2.86362
35 H -0.65762 -1.24999 -4.35795
36 C -2.21965 2.31461 -2.25415
37 C -1.57126 2.11638 -3.58919
38 N -1.09760 1.85712 -4.60148
39 H -3.01596 1.57933 -2.13850
40 H -2.46473 3.34479 -1.99578
41 H -1.45303 1.98839 -1.55132
42 C 1.44429 -2.24105 4.48883
43 C 0.30379 -2.80863 5.21668
44 N -0.69703 -3.25195 5.66635
45 H 2.38986 -2.63022 4.86639
46 H 1.33801 -1.19759 4.78548
47 H 1.30373 -2.42865 3.42433
48 C -2.50068 0.36013 2.17194
49 C -3.71388 1.12353 1.82833
50 N -4.63814 1.72417 1.55270
51 H -2.66724 -0.14724 3.12218
52 H -1.63792 0.96137 2.45873
53 H -2.44488 -0.28392 1.29434
54 C 2.87319 2.86635 -1.44928
55 C 4.19047 2.24340 -1.29241
56 N 5.16150 1.80349 -1.16373
57 H 2.54848 2.73447 -2.48140
58 H 3.05303 3.90987 -1.19074
59 H 2.12898 2.37227 -0.82468

Calculated values
Spin multiplicity: 2
Calculated total energy in a.u.: -1955.4624
Orbital gap (spin up / spin down) in eV: 11.52 / 4.72
Energy above the lowest of the compared OMol25 structures with the same formula, charge and spin in kcal per mole: 20.78
Total charge: 0


A molecular structure, C61H48CaN8O3S, computed with ωB97M-V/def2-TZVPD.

Atoms and positions in Å:
1 Ca 0.06729 -0.42672 0.77581
2 C 4.43313 -6.35149 -0.53692
3 C 4.48348 -5.00454 -0.87527
4 C 3.41719 -4.16890 -0.57841
5 C 2.28039 -4.66614 0.06206
6 C 2.23947 -6.01695 0.39513
7 C 3.30746 -6.85429 0.10045
8 C 1.16180 -3.72583 0.35589
9 C 0.48448 -3.20728 -0.77922
10 C 0.62165 -3.69729 -2.13432
11 C -0.23650 -2.96888 -2.89509
12 C -0.87369 -2.02075 -2.00916
13 N -0.42180 -2.21279 -0.74499
14 C -1.76838 -1.01105 -2.41158
15 C -2.26294 0.03470 -1.62059
16 C -3.26192 0.99981 -2.04042
17 C -3.47497 1.82341 -0.98477
18 C -2.61948 1.35081 0.08605
19 C -2.63306 1.84939 1.41548
20 C -3.28070 3.18171 1.59536
21 C -4.54304 3.33281 2.16238
22 C -5.12134 4.58966 2.27796
23 C -4.44330 5.71424 1.82736
24 C -3.17907 5.57438 1.26889
25 C -2.60258 4.31751 1.15673
26 C -2.13615 1.20860 2.54638
27 N -1.45462 0.03075 2.55824
28 C -1.20055 -0.28602 3.84409
29 C -0.45202 -1.39303 4.28948
30 C -0.21278 -1.50898 5.75461
31 C 0.45870 -0.50564 6.45625
32 C 0.69432 -0.62151 7.81778
33 C 0.26773 -1.74751 8.51118
34 C -0.39976 -2.75374 7.82681
35 C -0.63804 -2.63208 6.46425
36 C 0.16429 -2.36246 3.46560
37 C 1.12220 -3.36041 3.93496
38 C 1.60196 -3.98550 2.83746
39 C 0.92699 -3.39615 1.68994
40 N 0.06448 -2.43545 2.12609
41 C -1.78514 0.72990 4.71792
42 C -2.33196 1.66407 3.91646
43 N -1.90785 0.29355 -0.33321
44 C -2.24844 -1.07052 -3.82552
45 C -1.91018 -0.07554 -4.73995
46 C -2.36876 -0.14098 -6.04907
47 C -3.16803 -1.19716 -6.46524
48 C -3.50796 -2.19328 -5.55891
49 C -3.05041 -2.12823 -4.24987
50 H 5.26658 -7.00426 -0.76837
51 H 5.35962 -4.60075 -1.36821
52 H 3.44898 -3.11383 -0.82646
53 H 1.35598 -6.40687 0.88653
54 H 3.25827 -7.90446 0.36463
55 H 1.27448 -4.49165 -2.46229
56 H -0.39968 -3.05351 -3.95861
57 H -3.73879 1.04007 -3.00714
58 H -4.15727 2.65818 -0.93318
59 H -5.07088 2.45046 2.50377
60 H -6.10733 4.69163 2.71639
61 H -4.89640 6.69469 1.91419
62 H -2.63682 6.44587 0.92203
63 H -1.61018 4.19121 0.73941
64 H 0.79572 0.36849 5.91477
65 H 1.21953 0.17094 8.33869
66 H 0.45366 -1.83924 9.57474
67 H -0.74196 -3.63558 8.35601
68 H -1.16207 -3.41605 5.93127
69 H 1.41813 -3.52907 4.95826
70 H 2.35660 -4.75558 2.80479
71 H -1.76168 0.73286 5.79574
72 H -2.81438 2.58002 4.21674
73 H -1.27571 0.74222 -4.41406
74 H -2.09778 0.64344 -6.74737
75 H -3.52585 -1.24480 -7.48720
76 H -4.13330 -3.02190 -5.87066
77 H -3.31272 -2.90279 -3.53931
78 C 4.29884 -0.61269 -3.89383
79 C 2.82780 -0.94080 -4.12946
80 N 1.97599 0.23165 -4.21315
81 C 1.73657 0.79773 -5.53032
82 C 2.47930 2.10721 -5.77915
83 C 1.37547 0.78289 -3.09429
84 S 1.81512 0.16156 -1.57707
85 N 0.52374 1.75774 -3.42144
86 C -0.07667 2.60931 -2.56082
87 O 0.05754 2.75629 -1.35232
88 C -1.04961 3.53146 -3.29313
89 C -1.85278 4.38440 -2.54566
90 C -2.76660 5.22738 -3.15776
91 C -2.88606 5.23503 -4.54266
92 C -2.08147 4.39538 -5.30139
93 C -1.17079 3.55071 -4.67949
94 H 4.88603 -1.53193 -3.81739
95 H 4.39747 -0.05884 -2.96063
96 H 4.70703 -0.01156 -4.71057
97 H 2.45875 -1.56782 -3.31804
98 H 2.71570 -1.49692 -5.06560
99 H 0.66582 0.95739 -5.66300
100 H 2.05267 0.05274 -6.26464
101 H 2.14118 2.85815 -5.06599
102 H 2.28528 2.47175 -6.79206
103 H 3.55573 1.97110 -5.66055
104 H -1.75231 4.35396 -1.47153
105 H -3.39435 5.87150 -2.55252
106 H -3.60286 5.88909 -5.02625
107 H -2.16614 4.39597 -6.38252
108 H -0.53768 2.89066 -5.25748
109 C 3.07882 2.05088 6.07362
110 N 2.92183 1.32052 4.83751
111 C 3.75477 0.29179 4.51115
112 C 3.63208 -0.35388 3.34480
113 C 2.56309 0.06242 2.44277
114 O 2.38494 -0.56951 1.37594
115 N 1.76131 1.09631 2.77154
116 C 1.90462 1.75626 3.93417
117 O 1.22631 2.71055 4.30919
118 H 3.69069 1.46269 6.75958
119 H 2.10174 2.23699 6.51693
120 H 3.55171 3.02286 5.90887
121 H 4.49388 0.03019 5.26040
122 H 4.24920 -1.19651 3.07457

Calculated values
Spin multiplicity: 1
Calculated total energy in a.u.: -4093.2078
Orbital gap (spin up / spin down) in eV: 5.63 / 5.62
Energy above the lowest of the compared OMol25 structures with the same formula, charge and spin in kcal per mole: 0.00
Total charge: -2


2 unconnected molecules or ions with the total composition CHBrN2O3 at a distorted geometry, computed with ωB97M-V/def2-TZVPD.

Atoms and positions in Å:
1 O -1.21435 1.12708 -0.73673
2 N -1.84338 0.87980 0.19121
3 O -2.20336 1.51954 1.13162
4 Br -2.55144 -1.05346 0.16505
5 C 1.43641 -0.88007 -0.58607
6 N 2.17092 -0.33137 0.14931
7 O 2.72973 0.33910 0.91197
8 H 1.47548 -1.60063 -1.22637

Calculated values
Spin multiplicity: 1
Calculated total energy in a.u.: -2947.7029
Orbital gap in eV: 8.85
Energy above the lowest of the compared OMol25 structures with the same formula, charge and spin in kcal per mole: 26.69
Total charge: 0
SMILES: O=[N+]([O-])Br.C#[N+][O-]


A molecular structure, C21H41IrNO3PS3Si2Te at a distorted geometry, computed with ωB97M-V/def2-TZVPD.

Atoms and positions in Å:
1 Ir 0.42976 -1.93481 -0.77759
2 S -0.52321 -1.46300 1.32217
3 C -1.22395 -2.99234 1.82565
4 C -1.90880 -3.03158 3.04357
5 C -2.49254 -4.20723 3.47323
6 C -2.36929 -5.36033 2.69974
7 C -1.65763 -5.32440 1.51679
8 C -1.08964 -4.12812 1.06938
9 S -0.18891 -4.13565 -0.42666
10 H -1.98261 -2.12468 3.63672
11 H -3.04091 -4.22984 4.40728
12 H -2.83032 -6.28610 3.01928
13 H -1.53745 -6.22406 0.92324
14 C 4.25917 -3.04805 -2.33947
15 C 3.58391 -3.58653 -1.09850
16 O 3.58130 -2.59652 -0.02405
17 P 2.45731 -1.49528 0.06540
18 O 2.67542 -0.95135 1.52005
19 C 2.45886 -1.77843 2.70239
20 C 3.75134 -1.88724 3.47161
21 O 2.89073 -0.25023 -0.79297
22 C 4.17751 0.42072 -0.63999
23 C 4.49830 1.11094 -1.94189
24 H 4.27336 -3.81669 -3.11287
25 H 5.28807 -2.75695 -2.11832
26 H 3.72850 -2.17368 -2.72340
27 H 4.11143 -4.44643 -0.69971
28 H 2.55713 -3.88479 -1.31084
29 H 2.08845 -2.76349 2.40905
30 H 1.68259 -1.28729 3.28267
31 H 4.50264 -2.40981 2.87826
32 H 3.58016 -2.44234 4.39556
33 H 4.12455 -0.89417 3.72495
34 H 4.93492 -0.31909 -0.38159
35 H 4.09191 1.13033 0.18140
36 H 4.71234 0.38101 -2.72345
37 H 5.36835 1.75748 -1.81582
38 H 3.65181 1.71961 -2.26255
39 S -0.56334 -0.37479 -4.96224
40 C -0.58440 -0.76192 -3.43589
41 N -0.64789 -1.02010 -2.25865
42 C -5.27300 4.15020 -2.07559
43 Si -4.00113 2.80335 -2.20015
44 C -4.59053 1.31400 -3.15013
45 C -2.39212 3.44890 -2.88497
46 C -3.73216 2.18882 -0.40257
47 Te -2.48143 0.48705 -0.27658
48 C -0.67972 1.57561 -0.31498
49 Si -0.30701 2.65829 1.23149
50 C -1.23726 1.97761 2.70226
51 C -0.82073 4.41797 0.90678
52 C 1.53511 2.51888 1.44556
53 H -5.50538 4.54989 -3.06838
54 H -4.91516 4.98004 -1.45823
55 H -6.20571 3.78455 -1.63590
56 H -4.79233 1.55251 -4.19826
57 H -5.50929 0.90377 -2.71851
58 H -3.83253 0.52281 -3.13587
59 H -2.58388 4.07713 -3.76020
60 H -1.73793 2.63224 -3.21077
61 H -1.85194 4.05946 -2.15437
62 H -4.70662 1.88063 -0.00970
63 H -3.32536 2.97658 0.23609
64 H -0.71081 2.18860 -1.21923
65 H 0.11062 0.83169 -0.42705
66 H -2.30254 1.85416 2.48333
67 H -1.15358 2.65037 3.56112
68 H -0.84393 1.00066 2.99803
69 H -1.90069 4.56737 0.98723
70 H -0.50261 4.76171 -0.08208
71 H -0.34802 5.06971 1.64939
72 H 1.85426 1.47231 1.49949
73 H 1.86871 3.02371 2.35901
74 H 2.05577 2.98667 0.60181

Calculated values
Spin multiplicity: 2
Calculated total energy in a.u.: -3592.4119
Orbital gap (spin up / spin down) in eV: 5.88 / 5.02
Energy above the lowest of the compared OMol25 structures with the same formula, charge and spin in kcal per mole: 39.08
Total charge: +1


A gas-phase ion, C20H21F4O3 (charge -1) at a distorted geometry, computed with ωB97M-V/def2-TZVPD.

Atoms and positions in Å:
1 C 4.14377 -0.18130 -0.11615
2 C 2.66587 -0.52763 0.07766
3 C 2.23189 -1.44842 -1.06194
4 C 2.54608 -1.22069 1.42818
5 C 1.76253 0.72753 0.15322
6 C 2.36728 1.95233 0.31630
7 C 1.67747 3.12604 0.34956
8 C 0.31686 3.09296 0.15343
9 C -0.40179 1.94030 -0.03931
10 C -1.89041 2.04635 -0.34462
11 C -2.32384 3.46331 -0.74669
12 C -2.61847 1.73072 0.95861
13 C -2.29894 1.11161 -1.47799
14 C 0.32354 0.68556 0.08250
15 O -0.33909 -0.45844 -0.20233
16 C -0.91432 -1.62208 0.79824
17 F -0.91964 -1.06884 2.09240
18 C -2.35142 -1.81444 0.29200
19 O -3.23736 -1.08268 0.71928
20 C -2.71188 -2.99697 -0.43466
21 F -3.98562 -3.09042 -0.86725
22 C -1.86726 -4.04332 -0.64121
23 F -2.21581 -5.07653 -1.42320
24 C -0.50573 -3.97073 -0.16372
25 O 0.35183 -4.77713 -0.51852
26 C -0.22277 -2.88252 0.75787
27 F 0.42983 -3.32391 1.89148
28 H 4.56005 0.36067 0.74442
29 H 4.72136 -1.10970 -0.20475
30 H 4.33157 0.40967 -1.02321
31 H 1.17824 -1.69649 -0.94832
32 H 2.38707 -0.94502 -2.02171
33 H 2.82388 -2.36914 -1.03514
34 H 1.52186 -1.55220 1.60864
35 H 3.20701 -2.09027 1.45182
36 H 2.83348 -0.52208 2.22347
37 H 3.44472 1.97944 0.44820
38 H 2.17914 4.06586 0.53903
39 H -0.23722 4.04212 0.16223
40 H -1.78150 3.84096 -1.62829
41 H -3.39587 3.46423 -1.00479
42 H -2.20768 4.19355 0.07052
43 H -2.42192 0.70170 1.27242
44 H -2.26982 2.41370 1.74407
45 H -3.69800 1.85165 0.82856
46 H -1.98098 0.10160 -1.24677
47 H -3.38637 1.12879 -1.60768
48 H -1.82160 1.44030 -2.40584

Calculated values
Spin multiplicity: 1
Calculated total energy in a.u.: -1399.8402
Orbital gap in eV: 5.96
Energy above the lowest of the compared OMol25 structures with the same formula, charge and spin in kcal per mole: 21.11
Total charge: -1
SMILES: CC(C)(C)c1cccc(C(C)(C)C)c1O[C@@]1(F)C(=O)C(F)=C(F)C([O-])=C1F


A gas-phase ion, C4H9N4O (charge +1) at a distorted geometry, computed with ωB97M-V/def2-TZVPD.

Atoms and positions in Å:
1 C -0.59975 1.76909 -0.54710
2 C -0.02094 0.36705 -0.15009
3 C -0.45129 0.05846 1.32300
4 C 1.49346 0.25406 -0.15347
5 N 2.23847 1.29514 0.29314
6 O 3.46860 0.84324 0.23391
7 N 3.61695 -0.37006 -0.14187
8 N 2.33277 -0.78769 -0.30105
9 N 2.03138 -1.96365 -0.74294
10 H -0.37131 2.52742 0.16704
11 H -1.65446 1.71567 -0.71880
12 H -0.22755 2.11029 -1.53537
13 H -0.54530 -0.33576 -0.76490
14 H -0.03509 0.77990 1.95704
15 H -0.26935 -0.91452 1.61417
16 H -1.51700 0.22235 1.37098
17 H 1.04677 -2.14069 -0.82634
18 H 2.77250 -2.67358 -0.52329

Calculated values
Spin multiplicity: 1
Calculated total energy in a.u.: -451.6481
Orbital gap (spin up / spin down) in eV: 10.07 / 10.07
Energy above the lowest of the compared OMol25 structures with the same formula, charge and spin in kcal per mole: 130.32
Total charge: +1
SMILES: CC(C)c1non[n+]1N


- Look up the total charge of the second one.
  -2